Entry 1:
DFT (the ωB97M-V functional and the def2-TZVPD basis) results for a 2-piece molecular cluster, C5H6INO3 overall.

The geometry in XYZ format:
```
16
Properties=species:S:1:pos:R:3:forces:R:3:lowdin_charge:R:1
C -0.0339 1.8317 0.0250 -0.8 -1.9 2.3 0.0239
C -1.4329 1.2630 0.0139 -2.8 1.9 1.0 -0.3882
C 1.0253 0.8099 0.1922 -0.2 1.0 0.6 -0.4757
C -1.5713 -0.0841 -0.4041 -0.6 -0.4 0.7 0.0232
C -0.4947 -0.8872 -0.4846 0.1 1.2 -0.5 -0.3460
N -0.5402 -2.0933 -1.0501 0.7 -2.8 -0.3 0.1663
O -2.4350 1.9829 0.2510 2.4 -1.2 -0.4 0.0346
O 2.1065 1.0814 0.6044 0.8 -0.1 0.1 0.1071
O 0.7556 -0.4606 -0.1200 0.0 -2.0 -0.9 0.1196
I 3.5187 -1.5194 2.4206 0.7 -0.7 0.8 0.4744
H 0.1455 2.5300 0.8253 -0.2 0.8 -0.4 0.1518
H 2.5890 -0.7795 1.4122 -0.5 0.5 -0.6 -0.4311
H -2.5894 -0.4643 -0.4997 0.4 0.1 -0.4 0.1370
H 0.0864 2.1001 -0.9534 0.5 1.9 -2.6 0.1270
H -1.4004 -2.6197 -0.9077 0.4 0.4 -0.3 0.1265
H 0.2708 -2.6909 -1.3251 -0.9 1.3 0.9 0.1497
```
Positions in Å, forces in eV/Å.

Properties
* HOMO-LUMO gap: 9.523 eV
* net charge: 0
* E_tot: -772.2790 Eh
* HOMO energy: -9.295 eV
* SMILES: NC1=CC(=O)CC(=O)O1.I


Entry 2:
DFT (the ωB97M-V functional and the def2-TZVPD basis) results for one molecule with the formula H5N3S2.

The geometry in XYZ format:
```
10
Properties=species:S:1:pos:R:3:forces:R:3:lowdin_charge:R:1
N -0.6258 1.3235 -1.7635 -0.7 2.7 0.3 -0.1338
N 0.6543 -1.7458 1.9447 0.4 0.5 -1.5 -0.3743
N -0.3467 1.0023 -0.3998 1.9 -2.4 -1.5 -0.4222
S 0.5916 -1.7264 0.2011 -0.2 -0.7 0.6 0.3686
S 1.2186 0.0297 -0.4346 -0.8 1.0 0.7 0.4026
H -0.5405 0.5271 -2.3642 0.1 -0.3 0.2 0.0375
H -0.1717 2.1718 -2.1825 -0.2 -1.4 0.8 0.0831
H -0.2883 -1.8702 2.2815 0.1 -0.3 0.3 0.0047
H 1.3294 -2.4606 2.1763 -0.4 -0.1 0.5 -0.0003
H -0.1485 1.7474 0.2445 -0.2 1.0 -0.5 0.0341
```
Positions in Å, forces in eV/Å.

Properties
* HOMO-LUMO gap: 9.000 eV
* net charge: 0
* E_tot: -963.5683 Eh
* HOMO energy: -8.291 eV
* SMILES: NNSSN


Entry 3:
DFT (the ωB97M-V functional and the def2-TZVPD basis) results for a 9-piece molecular cluster, C7H28O11 overall.

The geometry in XYZ format:
```
46
Properties=species:S:1:pos:R:3:forces:R:3:lowdin_charge:R:1
C -0.3719 -2.9380 2.5206 -0.5 -0.8 -0.2 -0.1312
C -1.7064 -3.6282 2.3372 -1.7 -0.7 0.1 -0.0974
O -2.5494 -3.1267 3.4228 1.0 0.5 -0.6 0.0607
C -1.8086 -2.2648 4.1821 -1.7 0.8 2.2 -0.5164
O -2.2504 -1.6479 5.1495 1.5 -1.7 -2.9 0.1337
O -0.5348 -2.2297 3.7325 0.2 0.7 0.5 0.0584
H -0.2075 -2.2440 1.6963 0.4 0.0 0.2 0.0996
H 0.3995 -3.7026 2.6122 0.3 0.5 0.0 0.1357
H -1.7722 -4.7159 2.3665 0.7 -0.1 0.6 0.1311
H -2.1629 -3.4603 1.3617 -0.2 0.8 0.1 0.1069
O -4.3141 -1.7689 -0.6377 0.7 0.3 0.0 -0.0205
H -4.3010 -2.7259 -0.6222 0.0 -0.4 0.1 0.0592
H -5.1140 -1.5476 -1.1146 -0.3 0.2 -0.1 0.0651
O 3.7602 0.8691 -1.9759 -0.5 0.1 0.0 -0.0452
H 4.0463 0.2258 -1.3274 0.2 -0.2 0.2 0.0354
H 4.4537 0.8695 -2.6357 0.3 0.1 -0.2 0.0486
O -1.6614 0.7883 1.6865 -0.5 0.2 0.9 0.2345
H -0.7546 1.0556 1.5366 1.4 0.7 0.2 0.0432
H -1.8638 0.2051 0.9549 -0.7 -0.6 -1.2 0.0307
O 2.5837 -2.3551 1.3341 -0.1 -0.1 -0.2 -0.0342
H 2.9069 -2.0484 2.1813 0.2 0.0 0.3 0.0511
H 2.5742 -1.5723 0.7833 0.1 0.2 -0.1 -0.0047
O 1.5190 -0.4311 -4.3245 -0.4 -0.1 0.1 -0.0465
H 1.5933 0.2951 -3.7054 0.2 0.3 0.1 -0.0027
H 2.4242 -0.6601 -4.5355 0.2 -0.1 -0.1 0.0386
O 1.1971 1.7702 1.8619 -0.4 -0.3 -0.3 -0.0324
H 1.5388 1.7076 2.7538 0.0 0.0 0.4 0.0645
H 1.9660 1.9552 1.3227 0.2 0.2 -0.2 0.0457
C 0.8366 -0.6413 -0.8429 -1.4 1.0 1.0 -0.0280
C -0.6670 -0.2964 -1.1717 2.1 -1.6 0.0 -0.1800
O -1.6052 -0.9458 -0.3482 1.7 -0.3 1.3 0.0489
H 1.0620 -0.0917 0.0711 0.1 -0.1 0.5 0.0512
H 1.5238 -0.1762 -1.5497 -0.3 -0.3 -0.4 0.0531
H 1.0452 -1.6934 -0.6488 -0.3 0.0 -0.4 0.0884
H -0.8270 -0.7193 -2.1635 -0.5 0.7 -0.7 0.1562
H -0.7897 0.7808 -1.0591 -0.4 0.5 -0.6 0.1338
H -2.5041 -0.9764 -0.6838 -1.5 -0.1 -0.6 0.0857
C 0.7613 3.4262 -1.6383 -1.3 0.6 -1.4 -0.0761
C -0.3424 4.5710 -1.7831 1.7 -0.8 2.6 -0.2256
O -0.0475 5.5786 -0.7471 -0.9 -0.9 -1.4 -0.0762
H 0.7864 2.8502 -0.7133 -0.2 0.6 0.3 0.0411
H 1.7506 3.7953 -1.9087 0.0 -0.1 0.2 0.0745
H 0.4445 2.7160 -2.4021 0.3 -0.3 -0.3 0.0524
H -1.2987 4.1308 -1.5002 -0.1 0.3 0.0 0.0998
H -0.4254 4.9070 -2.8167 0.3 0.4 0.2 0.1106
H 0.7069 6.1103 -1.0115 0.1 0.0 -0.2 0.0790
```
Positions in Å, forces in eV/Å.

Properties
* HOMO-LUMO gap (alpha / beta): 10.247 / 2.675 eV
* net charge: +1
* E_tot: -1110.7216 Eh
* ⟨S²⟩: 0.76
* HOMO energy (alpha / beta): -13.095 / -12.750 eV
* multiplicity: 2


Entry 4:
DFT (the ωB97M-V functional and the def2-TZVPD basis) results for C6H14AgFO9 as an isolated structure.

The geometry in XYZ format:
```
31
Properties=species:S:1:pos:R:3:forces:R:3:lowdin_charge:R:1
Ag 3.7759 0.1991 -0.8949 -0.5 -0.3 0.6 0.8315
F 2.2495 -0.2320 0.7982 -0.4 0.4 -0.6 -0.5084
C -2.4490 0.0859 -2.5521 1.8 -1.6 -0.7 0.1184
C -3.4350 0.9412 -2.4083 -3.9 2.2 -1.3 -0.1684
C -3.8064 1.6160 -1.1108 0.5 -0.7 -0.5 -0.2726
O -4.8337 2.2006 -0.9120 0.5 0.0 0.0 0.2287
C -2.6894 1.5010 -0.1444 -1.0 1.2 0.9 0.2402
C -1.6771 0.5990 -0.2978 5.0 -1.2 2.5 -0.0366
C -1.5289 -0.3040 -1.4928 2.8 -1.6 -0.7 -0.2137
O -0.5487 -1.0968 -1.5827 -3.5 2.8 0.4 0.1263
O -0.6103 0.6442 0.6039 -4.8 1.2 -2.3 0.2096
O -4.2616 1.2215 -3.4807 2.1 -0.9 1.5 0.1451
H -2.2726 -0.2199 -3.5728 0.2 -0.6 0.0 0.1645
H -2.6347 2.2658 0.6162 0.0 -0.1 0.4 0.1736
H 0.2145 0.3412 0.2172 1.3 -1.3 -0.3 0.1010
H -4.5738 2.1276 -3.4262 -0.6 0.4 0.2 0.1338
O 0.5772 -0.0355 3.2915 -0.3 0.4 0.3 -0.0308
H 0.9080 0.1523 2.4131 0.2 0.0 -0.2 -0.0317
H 0.0073 -0.7959 3.1758 -0.1 -0.3 0.0 0.0485
O 1.3074 -2.8106 0.5976 -0.6 -0.4 -0.5 -0.0699
H 1.7115 -3.2866 1.3232 0.2 -0.1 0.3 0.0290
H 1.6863 -1.9329 0.6457 0.4 0.5 0.2 -0.0520
O 2.7818 -1.8684 3.1618 0.4 -0.6 -0.1 -0.0564
H 2.4462 -1.6334 4.0269 -0.1 0.1 0.2 0.0364
H 2.5312 -1.1352 2.5999 0.0 0.2 -0.2 -0.0333
O 2.8252 2.1077 1.9831 -0.1 0.7 0.1 -0.0580
H 3.6160 2.2480 1.4623 0.3 0.1 0.1 0.0108
H 2.5390 1.2241 1.7516 0.0 -0.6 -0.2 -0.0551
O 2.2948 -1.1177 -2.1043 0.3 0.3 -0.4 -0.0824
H 2.3991 -1.5963 -2.9266 0.2 -0.1 -0.3 0.0687
H 1.4501 -1.4101 -1.7619 -0.3 -0.2 0.5 0.0031
```
Positions in Å, forces in eV/Å.

Properties
* HOMO-LUMO gap (alpha / beta): 5.689 / 3.494 eV
* net charge: +1
* E_tot: -1160.6217 Eh
* ⟨S²⟩: 0.77
* HOMO energy (alpha / beta): -12.760 / -12.755 eV
* multiplicity: 2


Entry 5:
DFT (the ωB97M-V functional and the def2-TZVPD basis) results for one molecule with the formula C17H22N4O5.

The geometry in XYZ format:
```
48
Properties=species:S:1:pos:R:3:forces:R:3:lowdin_charge:R:1
C 2.5936 -6.5449 -1.1769 -1.5 -0.2 1.9 0.1306
C 1.8342 -6.6793 -0.2297 1.2 0.6 -1.6 -0.0833
C 0.9077 -6.8120 0.9139 0.0 -0.4 -1.0 -0.1759
O 0.8028 -5.6295 1.7077 0.1 0.6 0.4 -0.0001
C 0.0230 -4.5909 1.3283 -1.8 0.0 -2.0 -0.4114
O -0.7440 -4.5929 0.3619 1.9 -0.3 2.1 0.0973
C 0.1476 -3.3958 2.2927 -0.1 0.1 -0.6 -0.0389
N -0.5476 -2.1936 1.7868 -0.1 -1.3 0.7 0.0920
C 0.0790 -1.1557 1.2144 1.5 0.7 -0.7 -0.4305
O 1.3063 -1.0788 1.1286 -1.0 0.0 0.1 0.0566
C -0.8154 -0.0460 0.6217 -0.3 -0.1 -0.2 -0.2017
C -1.1492 -0.3424 -0.8657 0.0 0.3 -0.2 -0.1184
C -2.1069 0.6858 -1.5115 0.2 -0.2 0.0 -0.1554
C -2.5662 0.3000 -2.9243 0.5 0.1 0.4 -0.2375
O -1.4289 0.2204 -3.7715 0.0 -0.1 -0.2 -0.1925
C -1.7400 -0.1387 -5.1093 0.0 0.1 0.3 -0.1087
N -0.1339 1.2391 0.7817 0.4 -1.3 -0.3 0.1349
C -0.6867 2.3705 1.2244 -1.5 0.3 0.3 -0.4656
O -1.8716 2.4882 1.5252 0.6 -0.1 -0.2 0.0652
C 0.2631 3.5175 1.3424 0.9 1.6 -0.5 -0.1812
C 1.1231 3.6354 2.4452 0.5 1.4 -0.7 -0.0449
N 1.9792 4.6856 2.5618 -1.0 -0.4 -0.9 0.1167
C 1.9623 5.6171 1.5752 0.2 -0.4 0.7 -0.3070
C 2.9259 6.7755 1.7331 -0.2 -0.2 -0.1 -0.0426
C 1.1007 5.5053 0.4786 -0.8 -1.6 0.6 -0.0665
N 0.2490 4.4561 0.3522 0.7 -0.1 1.1 0.1457
H 3.2524 -6.4083 -2.0060 -0.1 -0.1 0.1 0.0286
H -0.0671 -7.1245 0.5341 -0.1 0.2 0.1 0.1288
H 1.2873 -7.6205 1.5388 -0.1 0.3 0.4 0.1292
H -0.2593 -3.6869 3.2603 -0.2 0.0 0.0 0.1323
H 1.2129 -3.2178 2.4614 -0.2 0.4 -0.2 0.1341
H -1.5576 -2.2007 1.7846 0.2 -0.1 0.0 0.1499
H -1.7524 -0.0386 1.1828 0.0 0.4 0.0 0.1462
H -0.2267 -0.3753 -1.4511 0.0 0.0 0.1 0.1250
H -1.5930 -1.3369 -0.9492 0.0 -0.1 0.2 0.1217
H -2.9857 0.8180 -0.8789 -0.1 0.0 0.0 0.1180
H -1.6239 1.6629 -1.5611 0.1 0.0 0.0 0.1165
H -3.0957 -0.6547 -2.8977 0.0 -0.3 -0.1 0.1195
H -3.2634 1.0516 -3.3002 -0.1 0.1 -0.1 0.1196
H -0.8233 -0.1753 -5.6982 0.1 0.1 0.3 0.0860
H -2.2075 -1.1234 -5.1601 -0.1 -0.1 0.1 0.0839
H -2.4054 0.5902 -5.5747 -0.2 0.1 0.0 0.0830
H 0.8649 1.1878 0.6523 0.1 0.0 -0.1 0.1465
H 1.1329 2.9071 3.2451 0.0 -0.1 0.0 0.1167
H 2.8712 7.4666 0.8916 -0.1 -0.1 0.0 0.0708
H 2.7029 7.3311 2.6448 0.0 -0.1 0.0 0.0794
H 3.9505 6.4081 1.8037 -0.1 0.0 0.1 0.0790
H 1.0788 6.2437 -0.3091 0.0 0.1 -0.1 0.1085
```
Positions in Å, forces in eV/Å.

Properties
* HOMO-LUMO gap: 9.746 eV
* net charge: 0
* E_tot: -1256.1710 Eh
* HOMO energy: -9.390 eV
* SMILES: C#CCOC(=O)CNC(=O)[C@H](CCCOC)NC(=O)c1cnc(C)cn1


Entry 6:
DFT (the ωB97M-V functional and the def2-TZVPD basis) results for a 4-piece molecular cluster, C9H13Cl5N overall.

The geometry in XYZ format:
```
28
Properties=species:S:1:pos:R:3:forces:R:3:lowdin_charge:R:1
Cl 15.4811 19.3555 0.7983 -0.1 -0.3 -0.3 -0.6741
Cl 16.6386 13.1780 0.2970 -0.1 -0.9 -0.2 0.4822
C 17.0488 14.8824 0.2847 -0.8 1.5 0.9 -0.7043
C 15.9532 15.7535 -0.4145 1.2 -1.4 -0.9 -0.5529
Cl 15.9264 15.0566 -2.1207 -0.3 0.5 -0.2 0.4106
H 18.0711 14.9801 -0.0807 -0.4 0.2 -0.5 0.0639
H 17.0800 15.1412 1.3431 -0.1 0.3 -0.1 0.0199
H 16.1856 16.8115 -0.5352 0.1 0.0 0.4 0.0107
H 14.9372 15.5964 -0.0520 0.4 0.0 0.3 0.0581
Cl 12.6808 16.2519 4.1656 0.2 0.0 -0.2 0.4441
C 14.2579 16.9734 3.6568 1.4 -0.3 -0.8 -0.6125
C 15.4432 15.9317 3.8104 -1.5 2.1 2.1 -0.6831
Cl 15.1180 14.4144 3.0439 -0.1 -1.0 -0.6 0.5414
H 14.3818 17.8580 4.2815 0.4 -0.3 0.2 0.0434
H 14.2317 17.3426 2.6316 -0.5 -0.1 -0.1 0.0170
H 15.4153 15.7852 4.8902 0.4 -0.5 0.1 0.0450
H 16.4431 16.3076 3.5935 -0.4 0.4 -0.5 0.0575
N 17.2164 18.7101 4.6067 0.6 -0.9 -0.5 -0.0364
C 16.3423 19.7114 4.4352 -0.2 0.6 0.6 -0.2554
C 15.7897 20.4340 5.4885 0.2 -0.8 -2.7 -0.1777
C 16.2293 20.1465 6.7769 -0.4 1.0 2.1 -0.2439
C 17.1670 19.1430 7.0158 0.3 -0.4 -1.9 -0.1899
C 17.5917 18.4246 5.8872 0.0 0.7 1.8 -0.2659
H 16.1769 19.9355 3.3917 -0.5 0.2 -0.1 0.0064
H 15.0834 21.2174 5.2568 -0.1 0.2 0.1 0.0597
H 15.7691 20.7763 7.5237 0.3 -0.1 0.7 0.0419
H 17.6999 18.9939 7.9433 -0.3 -0.1 0.3 0.0550
H 18.3963 17.7252 6.0599 0.2 -0.4 -0.3 0.0392
```
Positions in Å, forces in eV/Å.

Properties
* HOMO-LUMO gap (alpha / beta): 1.784 / 6.377 eV
* net charge: -2
* E_tot: -2706.4215 Eh
* ⟨S²⟩: 0.76
* HOMO energy (alpha / beta): 2.749 / -1.877 eV
* multiplicity: 2


Entry 7:
DFT (the ωB97M-V functional and the def2-TZVPD basis) results for a 2-piece molecular cluster, C4H12N2O overall.

The geometry in XYZ format:
```
19
Properties=species:S:1:pos:R:3:forces:R:3:lowdin_charge:R:1
C 0.2479 -2.3947 -0.7387 -0.2 2.0 -1.6 -0.0872
C 0.7919 -1.1810 -1.5769 0.5 0.2 1.1 -0.2222
C 0.3899 0.1539 -0.9460 0.1 0.1 -0.5 -0.3568
C 0.7912 0.5626 0.2705 -0.2 0.2 -1.2 -0.1771
N 0.2222 1.6821 0.8798 0.5 -1.0 0.4 0.0416
N -0.5110 1.0188 -1.6816 -0.5 -0.7 0.2 0.0388
H 0.7496 -3.2892 -1.0886 0.0 -0.4 0.7 0.0635
H -0.7892 -2.3770 -1.0933 -0.1 -0.7 0.6 0.0694
H 0.2662 -2.0747 0.2996 0.3 -0.9 0.1 0.0584
H 0.4036 -1.3139 -2.5813 -0.1 0.4 -0.2 0.0906
H 1.8802 -1.1604 -1.6731 0.1 -0.4 0.1 0.0955
H 1.6368 0.0660 0.7336 -0.3 -0.1 0.5 0.1173
H 0.8225 2.1827 1.5069 -0.1 0.4 -0.1 0.0708
H -0.4223 2.1583 0.2744 0.1 0.4 0.1 0.0632
H -0.0613 1.5423 -2.4243 0.3 -0.1 0.1 0.0789
H -1.1643 0.3980 -2.1485 -0.3 0.3 -0.1 0.0695
H -1.4190 0.7074 3.7183 0.3 -0.5 -0.3 0.0161
H -1.7300 2.0964 4.1369 0.1 0.6 0.1 0.0191
O -2.1049 1.2224 4.1322 -0.4 -0.2 0.2 -0.0494
```
Positions in Å, forces in eV/Å.

Properties
* HOMO-LUMO gap: 8.413 eV
* net charge: 0
* E_tot: -344.3179 Eh
* HOMO energy: -7.589 eV
* SMILES: CC/C(N)=C/N.O


Entry 8:
DFT (the ωB97M-V functional and the def2-TZVPD basis) results for a 2-piece molecular cluster, C4H11NO overall.

The geometry in XYZ format:
```
17
Properties=species:S:1:pos:R:3:forces:R:3:lowdin_charge:R:1
C 0.7430 -1.2295 -2.7100 -1.5 0.5 -1.4 -0.1385
N 0.3803 -2.7256 0.0080 2.1 -0.3 0.2 0.0158
C 0.4274 -1.2814 -0.1398 2.5 -0.4 -3.0 -0.4015
C 0.9615 -0.7691 -1.3410 -2.2 0.2 4.0 -0.1538
C 0.1506 -0.4475 1.0774 -2.6 -2.1 0.5 -0.0760
H 0.9565 -2.2173 -3.0070 0.7 -1.5 0.1 0.0378
H -0.3819 -1.1797 -2.9253 1.4 0.3 0.0 0.1088
H 1.2859 -0.5811 -3.4122 -0.4 -0.2 0.1 0.0740
H 0.7862 -3.1569 -0.8756 -0.9 0.8 1.3 0.0843
H 1.2174 -2.8708 0.6755 -1.9 -0.1 -0.9 0.1122
H 1.1979 0.2748 -1.2939 -0.2 0.7 0.1 0.0765
H -0.8898 -0.8331 1.6087 2.1 1.2 -1.8 0.1374
H 0.0671 0.5547 0.6705 0.1 0.4 1.0 0.0645
H 0.8031 -0.6818 1.9126 0.7 0.6 -0.1 0.0585
H -2.9955 5.2045 3.7292 0.7 0.8 -0.7 0.0541
H -2.4880 6.3168 2.7301 -0.9 1.1 -0.8 0.0008
O -2.2217 5.6229 3.2929 0.2 -1.8 1.6 -0.0549
```
Positions in Å, forces in eV/Å.

Properties
* HOMO-LUMO gap: 8.802 eV
* net charge: 0
* E_tot: -288.9222 Eh
* HOMO energy: -7.888 eV
* SMILES: C/C=C(/C)N.O